Formula: C35H90N7O15V
Source: the OMol25 dataset
Level of theory: ωB97M-V/def2-TZVPD

Computed properties:
Lowest unoccupied orbital energy: -4.4 eV
Energy above the lowest of the compared OMol25 structures with the same formula, charge and spin: 254.8 kcal per mole
E: -104569.6670 eV

Each line ends with the Mulliken charge.
Positions of all 148 atoms, in Å:
O -0.66 2.25 1.13  -0.52
V 0.53 1.52 1.83  1.83
O 0.15 -0.05 1.94  -0.52
O 3.87 7.45 2.40  -0.46
C 3.56 6.30 1.75  0.65
O 4.21 6.05 0.70  -0.78
O 2.79 5.49 2.24  -0.72
H 4.47 7.62 1.67  0.32
C 0.46 5.71 -4.13  -0.72
O 0.67 5.25 -5.47  -0.34
C 1.41 4.00 -5.48  -0.29
C 1.74 3.53 -6.93  -0.64
N 2.54 2.34 -6.96  -0.24
C 2.77 1.82 -8.26  -0.60
C 3.35 0.37 -8.28  -0.48
O 3.66 0.06 -9.66  -0.29
C 4.47 -1.14 -9.79  -0.74
H -0.13 6.63 -4.22  0.27
H 1.31 6.00 -3.51  0.33
H -0.09 5.02 -3.49  0.25
H 0.84 3.23 -4.97  0.23
H 2.31 4.17 -4.88  0.33
H 2.16 4.25 -7.63  0.34
H 0.78 3.26 -7.37  0.24
H 3.41 2.50 -6.47  0.23
H 3.53 2.43 -8.74  0.32
H 1.81 1.74 -8.78  0.30
H 2.60 -0.30 -7.85  0.32
H 4.22 0.34 -7.61  0.32
H 4.50 -1.38 -10.85  0.27
H 4.08 -2.04 -9.32  0.29
H 5.51 -0.99 -9.50  0.29
C 4.75 -7.46 -5.95  -0.73
O 4.28 -6.66 -4.88  -0.29
C 2.89 -6.67 -4.68  -0.63
C 2.41 -5.81 -3.51  -0.59
N 2.90 -6.33 -2.22  -0.35
C 2.33 -5.65 -1.09  -0.76
C 3.16 -5.65 0.22  -0.63
O 4.51 -5.22 0.06  -0.28
C 5.38 -5.62 1.11  -0.85
H 5.84 -7.59 -5.95  0.26
H 4.47 -7.16 -6.95  0.28
H 4.39 -8.47 -5.72  0.32
H 2.63 -7.71 -4.48  0.35
H 2.29 -6.31 -5.52  0.37
H 1.32 -5.80 -3.46  0.46
H 2.92 -4.87 -3.73  0.32
H 3.87 -6.11 -2.06  0.26
H 1.33 -6.06 -0.96  0.37
H 2.07 -4.61 -1.30  0.37
H 3.05 -6.64 0.65  0.39
H 2.64 -5.07 0.99  0.42
H 5.35 -6.70 1.23  0.35
H 5.05 -5.34 2.11  0.33
H 6.40 -5.24 1.12  0.27
C 0.08 4.99 9.16  -0.74
O 0.79 4.70 7.95  -0.30
C 1.30 5.88 7.30  -0.68
C 0.30 6.99 6.93  -0.75
N -0.55 6.58 5.79  -0.22
C -1.44 7.68 5.38  -0.74
C -2.29 7.37 4.08  -0.48
O -3.58 6.74 4.26  -0.33
C -4.40 6.68 3.11  -0.75
H -0.32 4.07 9.58  0.25
H -0.80 5.62 9.02  0.26
H 0.74 5.51 9.85  0.32
H 1.82 5.51 6.41  0.33
H 2.12 6.26 7.91  0.37
H 0.90 7.89 6.79  0.48
H -0.28 7.27 7.81  0.41
H 0.01 6.28 5.01  0.26
H -0.67 8.41 5.15  0.44
H -1.95 8.13 6.24  0.38
H -1.77 6.75 3.36  0.29
H -2.51 8.32 3.58  0.33
H -3.93 6.45 2.15  0.30
H -4.82 7.66 2.93  0.31
H -5.22 6.02 3.38  0.26
C -3.61 -1.67 -4.35  -1.46
C -3.24 -0.25 -4.50  0.76
C -3.76 0.62 -3.34  -0.78
O -5.23 0.73 -3.27  -0.36
C -5.81 0.58 -2.04  -0.70
N -1.79 -0.24 -4.67  -0.74
H -4.69 -1.80 -4.38  0.32
H -3.19 -2.05 -3.42  0.31
H -3.19 -2.27 -5.16  0.42
H -3.63 0.09 -5.45  0.23
H -3.31 1.61 -3.35  0.35
H -3.39 0.27 -2.38  0.36
H -6.90 0.63 -2.10  0.26
H -5.43 1.34 -1.36  0.30
H -5.65 -0.40 -1.59  0.29
H -1.35 0.65 -4.87  0.16
H -1.69 -0.67 -5.58  0.29
C 5.25 -0.32 -1.37  -1.30
C 4.36 0.03 -0.18  0.39
C 5.05 0.34 1.17  -0.89
O 4.15 0.52 2.29  -0.23
C 4.93 0.79 3.50  -0.74
N 3.38 1.02 -0.54  -0.43
H 6.30 -0.06 -1.28  0.33
H 4.83 -0.04 -2.34  0.38
H 5.29 -1.41 -1.37  0.29
H 3.80 -0.88 0.07  0.16
H 5.63 1.24 0.98  0.42
H 5.78 -0.45 1.30  0.38
H 4.26 1.28 4.21  0.24
H 5.69 1.55 3.35  0.34
H 5.27 -0.14 3.96  0.29
H 3.14 1.00 -1.53  0.21
H 3.88 1.89 -0.44  0.29
C -3.09 0.61 5.43  -1.46
C -1.90 0.63 6.44  0.51
C -1.46 -0.79 6.86  -0.69
O -2.54 -1.71 7.22  -0.31
C -2.14 -2.94 7.73  -0.71
N -0.85 1.31 5.82  -0.59
H -3.32 1.55 4.94  0.40
H -4.06 0.39 5.87  0.36
H -2.98 -0.12 4.62  0.29
H -2.28 1.28 7.23  0.23
H -0.81 -0.66 7.72  0.36
H -0.93 -1.37 6.10  0.35
H -1.52 -2.83 8.62  0.27
H -1.65 -3.44 6.89  0.31
H -3.05 -3.53 7.86  0.24
H -0.09 1.33 6.48  0.25
H -1.12 2.29 5.84  0.23
C -7.18 -6.45 -1.33  -1.33
C -7.77 -6.41 0.10  0.42
C -7.07 -5.42 1.04  -0.71
O -5.62 -5.66 1.04  -0.31
C -4.81 -4.75 1.78  -0.72
N -9.20 -6.04 -0.01  -0.74
H -7.81 -7.15 -1.88  0.41
H -6.20 -6.92 -1.47  0.32
H -7.13 -5.45 -1.75  0.29
H -7.69 -7.42 0.50  0.27
H -7.53 -5.32 2.02  0.36
H -7.21 -4.39 0.69  0.34
H -5.21 -4.49 2.76  0.30
H -4.66 -3.84 1.19  0.26
H -3.80 -5.14 1.87  0.25
H -9.48 -6.46 0.86  0.29
H -9.50 -6.71 -0.70  0.28

=====

Formula: C28H48ClIN2O7S
Source: the OMol25 dataset
Level of theory: ωB97M-V/def2-TZVPD

Computed properties:
Lowest unoccupied orbital energy: -0.8 eV
Energy above the lowest of the compared OMol25 structures with the same formula, charge and spin: 22.2 kcal per mole
E: -78583.7748 eV

Each line ends with the Mulliken charge.
Positions of all 88 atoms, in Å:
C 2.35 0.31 6.74  -1.47
C 2.59 -0.96 5.89  -0.56
C 1.55 -1.20 4.72  -0.89
I -0.33 -0.16 5.04  0.07
C 2.12 -0.91 3.33  -0.36
C 1.82 -1.69 2.24  -0.11
C 0.85 -2.87 2.39  -1.04
C -0.26 -2.94 1.28  -0.44
C -1.43 -3.85 1.80  -0.99
C -2.83 -3.21 1.69  -0.47
O -2.77 -1.84 2.14  -0.12
C -3.96 -1.43 2.71  0.53
C -3.90 -1.06 4.19  -0.82
O -4.95 -1.37 2.03  -0.54
C 2.45 -1.36 0.96  1.05
Cl 2.15 -2.38 -0.46  -0.30
C 3.29 -0.31 0.74  0.53
C 3.90 0.00 -0.62  -1.52
C 3.82 1.53 -0.99  -0.10
C 3.41 1.72 -2.47  -1.24
C 2.91 3.16 -2.72  -0.66
C 1.42 3.44 -2.28  -0.71
C 0.70 2.29 -1.55  0.06
C -0.85 2.60 -1.48  -1.02
C -1.67 1.39 -1.96  -0.71
O -1.58 1.36 -3.40  -0.34
C -2.12 0.25 -3.94  0.72
C -2.71 0.34 -5.35  -0.87
O -2.12 -0.84 -3.39  -0.58
C 3.63 0.54 1.85  0.21
N 4.43 1.58 1.87  -0.54
S 4.41 2.19 3.39  0.03
N 3.40 1.12 4.03  -0.33
C 3.00 0.22 3.16  1.08
H 3.26 0.51 7.33  0.38
H 1.54 0.13 7.46  0.41
H 2.17 1.21 6.15  0.36
H 3.61 -0.99 5.48  0.46
H 2.52 -1.83 6.56  0.36
H 1.30 -2.26 4.80  0.72
H 1.43 -3.81 2.42  0.30
H 0.31 -2.82 3.34  0.12
H 0.17 -3.50 0.44  0.39
H -0.61 -1.96 0.95  0.48
H -1.47 -4.79 1.21  0.37
H -1.29 -4.16 2.85  0.39
H -3.52 -3.73 2.38  0.42
H -3.27 -3.30 0.69  0.20
H -2.99 -1.52 4.60  0.12
H -4.79 -1.47 4.67  0.32
H -3.79 0.03 4.29  0.28
H 4.97 -0.29 -0.55  0.26
H 3.43 -0.54 -1.44  0.52
H 3.12 2.09 -0.35  0.24
H 4.83 1.96 -0.83  0.30
H 4.33 1.60 -3.07  0.53
H 2.71 0.94 -2.81  0.49
H 3.58 3.83 -2.16  0.08
H 3.00 3.47 -3.77  0.43
H 0.84 3.81 -3.14  0.46
H 1.46 4.29 -1.57  0.15
H 0.78 1.32 -2.06  0.20
H 1.02 2.17 -0.51  0.13
H -1.16 2.93 -0.48  0.50
H -1.05 3.41 -2.20  0.35
H -1.21 0.50 -1.50  0.37
H -2.72 1.45 -1.64  0.50
H -3.29 -0.57 -5.53  0.20
H -3.30 1.25 -5.49  0.32
H -1.87 0.33 -6.07  0.32
C -5.63 -1.08 -2.08  -0.37
O -5.14 -1.93 -3.11  -0.44
H -6.72 -1.15 -2.06  0.26
H -5.23 -1.38 -1.11  0.06
H -5.35 -0.04 -2.28  0.22
H -4.18 -1.84 -3.11  0.30
C -6.23 -2.57 -6.67  -0.45
O -5.17 -3.40 -6.23  -0.52
H -6.46 -2.82 -7.70  0.25
H -7.12 -2.75 -6.05  0.23
H -5.93 -1.52 -6.61  0.18
H -4.98 -3.16 -5.31  0.31
C 4.97 4.88 0.26  -0.47
O 5.46 4.07 -0.80  -0.48
H 3.88 4.83 0.26  0.19
H 5.35 4.52 1.22  0.16
H 5.28 5.92 0.12  0.33
H 6.42 4.12 -0.78  0.27

=====

Formula: C12H28AsBrNOS
Source: the OMol25 dataset
Level of theory: ωB97M-V/def2-TZVPD

Computed properties:
Lowest unoccupied orbital energy: 3.1 eV
E: -158149.9829 eV
Charge: -1

Each line ends with the natural charge from an NBO analysis.
Positions of all 45 atoms, in Å:
C 0.85 0.09 -3.42  -0.47
C 1.05 0.70 -2.24  -0.48
As -0.13 0.65 -0.57  1.44
S 1.91 0.36 0.72  -0.62
C -0.42 -1.33 -0.82  -0.71
C 0.77 -2.30 -0.95  -0.41
C 0.98 -3.21 0.28  -0.41
C 2.33 -3.06 1.02  -0.22
N 2.22 -2.65 2.43  -0.85
C -1.85 1.03 -1.62  -0.78
C -2.18 2.49 -1.88  -0.20
C -1.18 3.21 -2.78  -0.63
Br -2.51 3.54 -0.26  -0.05
O -1.16 0.69 1.02  -0.87
C -0.87 -0.12 2.10  -0.06
C -0.28 0.63 3.31  -0.42
C -0.99 1.95 3.57  -0.61
H 1.69 -0.23 -4.02  0.17
H -0.13 -0.12 -3.84  0.18
H 1.99 1.25 -2.16  0.18
H 0.12 2.17 -0.37  -0.12
H 2.87 0.60 -0.18  0.13
H -1.11 -1.74 -0.08  0.21
H -0.98 -1.38 -1.76  0.20
H 1.70 -1.83 -1.26  0.22
H 0.51 -2.99 -1.75  0.19
H 0.17 -3.10 1.01  0.19
H 0.94 -4.25 -0.06  0.19
H 2.96 -2.32 0.54  0.21
H 2.85 -4.02 1.03  0.16
H 1.32 -2.90 2.81  0.34
H 2.28 -1.64 2.49  0.38
H -1.88 0.47 -2.55  0.20
H -2.64 0.64 -0.98  0.23
H -3.13 2.52 -2.41  0.19
H -0.99 2.55 -3.63  0.21
H -0.26 3.43 -2.26  0.23
H -1.63 4.13 -3.16  0.20
H -0.28 -1.02 1.89  0.16
H -1.84 -0.51 2.48  0.14
H 0.79 0.78 3.20  0.21
H -0.40 -0.05 4.16  0.18
H -0.35 2.57 4.20  0.19
H -1.92 1.77 4.11  0.19
H -1.17 2.49 2.65  0.24

=====

Formula: C40H118N10O14
Source: the OMol25 dataset
Level of theory: ωB97M-V/def2-TZVPD

Computed properties:
Lowest unoccupied orbital energy: 0.5 eV
Energy above the lowest of the compared OMol25 structures with the same formula, charge and spin: 15.7 kcal per mole
E: -86954.6044 eV

Each line ends with the Mulliken charge.
Positions of all 182 atoms, in Å:
O -0.73 -15.83 -4.84  -0.68
H -1.62 -16.14 -4.58  0.33
H -0.39 -15.39 -4.06  0.32
O -1.31 -16.00 -7.74  -0.77
H -2.15 -16.48 -7.86  0.23
H -1.21 -15.96 -6.78  0.31
O -2.14 -20.76 -7.84  -0.79
H -1.48 -20.12 -7.47  0.27
H -1.82 -21.62 -7.56  0.31
O 4.42 -21.65 -7.37  -0.52
H 3.86 -20.90 -7.63  0.32
H 4.65 -22.08 -8.20  0.22
C 2.14 -20.06 -1.06  -0.20
C 2.08 -21.53 -0.62  0.76
C 2.12 -21.55 0.91  -0.91
O 3.37 -21.14 1.42  -0.34
C 4.42 -22.09 1.28  -0.67
N 0.83 -22.08 -1.13  -0.64
H 1.53 -19.41 -0.44  0.44
H 1.76 -19.96 -2.08  -0.49
H 3.17 -19.68 -1.10  0.18
H 2.97 -22.06 -0.98  0.12
H 1.89 -22.57 1.25  0.42
H 1.37 -20.89 1.34  0.38
H 5.25 -21.58 1.77  0.23
H 4.66 -22.28 0.24  0.27
H 4.20 -23.02 1.82  0.31
H 0.39 -22.79 -0.57  0.23
H 0.97 -22.51 -2.04  0.09
C 7.45 -19.70 -5.53  -1.25
C 6.79 -20.43 -4.36  0.23
C 5.49 -19.79 -3.92  1.41
O 5.68 -18.42 -3.64  -0.41
C 4.53 -17.62 -3.53  -0.26
N 6.47 -21.83 -4.71  -0.63
H 8.37 -20.24 -5.77  0.41
H 7.61 -18.65 -5.27  0.37
H 6.80 -19.75 -6.41  0.13
H 7.41 -20.41 -3.46  0.38
H 5.11 -20.31 -3.03  0.09
H 4.67 -19.86 -4.65  -1.23
H 4.92 -16.63 -3.33  0.34
H 3.87 -17.95 -2.72  0.04
H 3.94 -17.65 -4.46  0.07
H 7.29 -22.39 -4.86  0.27
H 5.95 -21.75 -5.58  0.14
C -4.28 -25.52 -3.97  -1.36
C -5.06 -24.26 -3.63  0.36
C -4.16 -23.11 -3.22  -0.64
O -3.51 -22.59 -4.37  -0.18
C -3.19 -21.22 -4.26  0.01
N -5.89 -23.83 -4.78  -0.74
H -4.91 -26.40 -4.08  0.42
H -3.61 -25.84 -3.15  0.35
H -3.61 -25.41 -4.82  0.28
H -5.80 -24.48 -2.86  0.22
H -3.38 -23.50 -2.55  0.29
H -4.73 -22.35 -2.69  0.41
H -3.37 -20.70 -5.21  -0.05
H -2.12 -21.11 -4.04  -0.15
H -3.68 -20.70 -3.43  0.23
H -6.19 -24.66 -5.29  0.28
H -5.29 -23.36 -5.44  0.27
C -0.09 -20.04 -10.94  -1.50
C -0.16 -19.56 -12.38  1.66
C -0.93 -20.51 -13.29  -0.90
O -0.18 -21.71 -13.40  -0.23
C -0.59 -22.62 -14.38  -0.87
N -0.76 -18.22 -12.41  -0.71
H -1.02 -20.11 -10.39  0.62
H 0.60 -19.37 -10.42  0.08
H 0.43 -21.00 -10.91  0.38
H 0.86 -19.40 -12.72  -0.58
H -1.05 -20.03 -14.27  0.34
H -1.93 -20.82 -12.96  0.39
H -1.68 -22.75 -14.34  0.33
H -0.20 -23.62 -14.15  0.26
H -0.27 -22.39 -15.40  0.32
H -1.72 -18.23 -12.08  0.19
H -0.72 -17.81 -13.33  0.26
C 2.25 -23.23 -4.37  -1.97
C 0.81 -23.41 -4.85  2.51
C 0.60 -24.52 -5.85  -1.24
O -0.79 -24.63 -6.10  0.02
C -1.08 -25.57 -7.11  -0.97
N -0.06 -23.60 -3.62  -0.56
H 2.93 -23.07 -5.22  0.42
H 2.59 -24.17 -3.92  0.54
H 2.48 -22.42 -3.68  0.24
H 0.55 -22.43 -5.27  -1.13
H 0.98 -25.48 -5.48  0.34
H 1.10 -24.21 -6.78  0.50
H -1.04 -26.59 -6.71  0.31
H -0.45 -25.45 -8.00  0.40
H -2.11 -25.41 -7.44  0.22
H -0.28 -24.59 -3.70  0.28
H -0.90 -23.09 -3.88  0.09
C 0.17 -19.32 -4.87  0.15
C 0.89 -18.85 -6.14  0.49
C 2.10 -19.71 -6.43  0.25
O 2.69 -19.48 -7.70  -0.42
C 3.29 -18.22 -7.85  -0.23
N -0.05 -18.87 -7.27  0.28
H -0.68 -18.67 -4.69  0.11
H 0.90 -19.35 -4.06  -0.43
H -0.24 -20.33 -5.00  -0.37
H 1.19 -17.82 -5.93  0.09
H 1.86 -20.76 -6.28  0.11
H 2.89 -19.49 -5.71  -0.40
H 2.59 -17.41 -7.63  0.38
H 3.60 -18.07 -8.88  -0.48
H 4.14 -18.06 -7.18  0.26
H 0.51 -18.72 -8.10  0.06
H -0.70 -18.08 -7.24  0.02
C 9.18 -14.56 -9.42  -1.32
C 8.02 -14.56 -8.43  0.47
C 6.96 -15.56 -8.84  -0.65
O 6.37 -15.15 -10.07  -0.39
C 5.68 -16.19 -10.71  -0.25
N 8.54 -14.94 -7.09  -0.70
H 9.97 -13.86 -9.13  0.35
H 8.77 -14.23 -10.38  0.33
H 9.64 -15.53 -9.61  0.30
H 7.54 -13.58 -8.41  0.21
H 6.16 -15.56 -8.09  0.26
H 7.32 -16.58 -8.96  0.44
H 6.35 -16.76 -11.35  0.33
H 4.84 -15.79 -11.28  0.40
H 5.14 -16.84 -10.00  -0.16
H 8.85 -14.08 -6.64  0.28
H 7.72 -15.26 -6.57  0.21
C -4.23 -17.68 -9.68  -1.65
C -4.61 -17.61 -8.20  0.46
C -5.81 -18.45 -7.80  -0.90
O -6.08 -18.13 -6.44  -0.08
C -7.29 -18.69 -5.97  -0.88
N -3.40 -18.07 -7.45  0.34
H -5.08 -17.38 -10.30  0.52
H -3.78 -18.64 -9.94  0.26
H -3.50 -16.90 -9.92  0.41
H -4.68 -16.54 -8.00  0.27
H -5.47 -19.49 -7.88  0.35
H -6.72 -18.36 -8.39  0.47
H -7.48 -18.28 -4.98  0.22
H -7.12 -19.78 -5.93  0.35
H -8.16 -18.50 -6.60  0.31
H -3.37 -19.08 -7.64  0.10
H -3.73 -18.15 -6.48  -0.36
C -4.42 -18.08 -1.10  -1.77
C -3.59 -17.61 -2.27  1.67
C -3.99 -16.17 -2.62  -1.12
O -3.32 -15.70 -3.78  -0.38
C -4.16 -15.65 -4.93  -0.63
N -2.16 -17.68 -1.95  -0.51
H -4.34 -17.30 -0.32  0.41
H -4.05 -18.98 -0.61  0.41
H -5.49 -18.18 -1.29  0.37
H -3.71 -18.21 -3.18  -0.38
H -3.63 -15.54 -1.79  0.39
H -5.06 -15.96 -2.69  0.43
H -3.53 -15.61 -5.81  0.17
H -4.79 -14.76 -4.88  0.39
H -4.77 -16.55 -5.06  0.32
H -1.63 -17.41 -2.77  -0.01
H -1.92 -16.97 -1.25  0.30
C 3.03 -21.57 -14.28  -1.17
C 3.67 -20.16 -14.25  0.88
C 5.07 -20.30 -13.63  -0.92
O 5.12 -20.81 -12.33  -0.43
C 4.27 -20.19 -11.39  0.03
N 3.78 -19.63 -15.60  -0.76
H 3.19 -22.12 -13.35  0.30
H 3.54 -22.17 -15.03  0.46
H 1.96 -21.53 -14.47  0.16
H 3.02 -19.56 -13.61  0.00
H 5.38 -19.23 -13.58  0.30
H 5.85 -20.72 -14.27  0.39
H 4.56 -19.14 -11.30  0.22
H 4.40 -20.69 -10.43  -0.03
H 3.21 -20.25 -11.63  -0.05
H 2.85 -19.55 -16.01  0.27
H 4.24 -20.31 -16.19  0.31

=====

Formula: C6H5NO2
Source: the OMol25 dataset
Level of theory: ωB97M-V/def2-TZVPD

Computed properties:
SMILES: O=[N+]([O-])c1ccccc1
Lowest unoccupied orbital energy: -0.5 eV
Energy above the lowest of the compared OMol25 structures with the same formula, charge and spin: 73.0 kcal per mole
E: -11885.3800 eV

Each line ends with the natural charge from an NBO analysis.
Positions of all 14 atoms, in Å:
O 2.02 1.74 -1.56  -0.38
N 1.99 0.65 -1.01  0.53
O 2.88 -0.18 -1.04  -0.37
C 0.73 0.25 -0.35  0.02
C 0.61 -1.04 0.13  -0.19
C -0.57 -1.42 0.74  -0.21
C -1.60 -0.51 0.89  -0.18
C -1.48 0.76 0.34  -0.21
C -0.31 1.15 -0.31  -0.19
H 1.42 -1.75 0.06  0.25
H -0.66 -2.43 1.13  0.22
H -2.50 -0.79 1.42  0.22
H -2.32 1.45 0.36  0.22
H -0.23 2.11 -0.79  0.25

=====

no.,molar mass (g/mol)
1,900.1
2,719.1
3,389.3
4,963.4
5,123.1